43
Properties=species:S:1:pos:R:3:nbo_charge:R:1 method="wB97M-V/def2-TZVPD" e_above_lowest_ev=0.000 homo_lumo_gap_ev="5.89 / 5.89"
Pd -0.186 -0.760 -0.150 0.762
Cl -0.633 2.773 5.855 0.114
C -1.044 2.115 4.337 -0.034
C -2.459 1.679 4.137 -0.048
Cl -3.540 1.914 5.433 0.116
C -2.885 1.122 2.991 -0.159
Cl -4.480 0.597 2.720 0.111
C -1.931 0.891 1.889 0.447
O -2.214 0.304 0.876 -0.465
C -0.495 1.446 2.058 0.448
O 0.249 1.414 1.112 -0.457
C -0.119 2.005 3.370 -0.167
Cl 1.500 2.503 3.532 0.108
O -2.224 -4.508 1.364 -0.938
S -0.949 -4.504 0.700 2.313
O -0.856 -5.145 -0.582 -0.938
N -0.325 -2.998 0.645 -0.969
C 0.774 -2.865 1.413 0.609
O 1.403 -1.802 1.514 -0.701
C 1.158 -4.131 2.114 -0.073
C 2.224 -4.352 2.966 -0.197
C 2.385 -5.629 3.488 -0.205
C 1.498 -6.652 3.160 -0.196
C 0.426 -6.428 2.304 -0.177
C 0.285 -5.152 1.797 -0.314
H 2.903 -3.545 3.208 0.232
H 3.210 -5.837 4.157 0.216
H 1.647 -7.639 3.580 0.218
H -0.264 -7.219 2.045 0.233
F 5.252 1.801 -0.332 -0.318
C 4.128 1.207 -0.766 0.426
C 3.094 2.009 -1.215 -0.292
C 1.935 1.393 -1.647 -0.138
C 1.818 -0.003 -1.640 -0.147
C 0.539 -0.638 -1.943 -0.345
C 2.892 -0.775 -1.177 -0.117
C 4.056 -0.173 -0.740 -0.285
H 3.209 3.083 -1.213 0.234
H 1.105 1.993 -1.997 0.218
H 0.597 -1.666 -2.307 0.211
H -0.160 -0.020 -2.514 0.194
H 2.798 -1.853 -1.147 0.231
H 4.895 -0.749 -0.374 0.238

67
Properties=species:S:1:pos:R:3:nbo_charge:R:1 method="wB97M-V/def2-TZVPD" homo_lumo_gap_ev=1.61
C -0.628 -3.537 1.191 -0.710
C 0.889 -3.676 1.121 -0.059
O 1.472 -2.765 0.173 -0.552
C 1.589 -1.502 0.778 -0.099
C 2.318 -0.602 -0.206 -0.302
N 1.779 0.800 -0.184 -0.206
O 0.384 0.893 -0.106 -0.529
B -0.218 0.662 -1.386 1.264
O 0.626 0.536 -2.411 -0.955
O -1.577 0.652 -1.432 -0.882
H -0.953 -2.912 0.352 0.186
H -1.089 -4.509 1.033 0.230
H -0.929 -3.111 2.160 0.328
H 1.185 -4.686 0.799 0.139
H 1.352 -3.494 2.096 0.175
H 2.115 -1.590 1.733 0.183
H 0.577 -1.152 1.004 0.209
H 3.364 -0.524 0.095 0.216
H 2.321 -1.000 -1.228 0.318
H 2.148 1.274 0.644 0.425
H 2.109 1.329 -0.998 0.437
H 0.623 -0.289 -2.957 0.573
H -1.984 1.417 -1.011 0.501
O 1.545 3.648 1.593 -0.541
C 1.058 4.293 0.717 0.806
O 1.716 5.443 0.322 -0.536
C 1.345 6.169 -0.822 0.032
C 0.279 7.207 -0.565 -0.655
C -0.256 3.951 0.080 -0.770
H 1.090 5.502 -1.649 0.207
H 2.303 6.686 -1.124 -0.038
H -0.648 6.727 -0.256 0.251
H 0.082 7.798 -1.460 0.231
H 0.586 7.877 0.239 0.231
H -1.079 4.368 0.661 0.277
H -0.322 2.867 0.085 0.274
H -0.336 4.286 -0.954 0.217
O 1.400 -0.009 -6.836 -0.831
P 2.037 -0.160 -5.486 2.456
O 3.309 -0.963 -5.607 -0.754
O 1.016 -0.962 -4.485 -0.753
O 2.268 1.164 -4.811 -0.967
Be 2.997 -5.635 0.598 0.017
C -0.326 3.581 4.536 -0.255
O -1.465 4.353 4.147 -0.726
H -0.595 2.531 4.473 0.204
H 0.510 3.783 3.863 0.160
H -0.034 3.814 5.563 0.166
H -1.223 5.281 4.209 0.454
F -1.629 -2.857 3.893 -0.955
Al 3.895 7.288 -1.931 1.003
C -3.724 -5.130 3.699 -0.122
C -5.154 -5.391 3.271 -0.100
O -5.048 -5.424 1.843 -0.503
C -3.766 -5.749 1.530 0.973
O -3.400 -6.025 0.429 -0.606
O -2.983 -5.724 2.616 -0.477
H -3.463 -5.599 4.643 0.193
H -3.464 -4.066 3.757 0.272
H -5.532 -6.358 3.614 0.167
H -5.842 -4.611 3.587 0.194
O 1.076 -3.002 -6.757 -0.937
H 1.158 -3.886 -6.385 0.464
H 0.224 -2.681 -6.421 0.457
Cl -0.547 -1.941 -4.632 0.268
O 1.938 -2.023 -2.843 -0.777
H 1.535 -2.635 -2.202 0.441

Number 1: E -3665.713205 Ha. Number 2: E -2917.948231 Ha.